# C46H82CdF9O27

A structure of composition C46H82CdF9O27 at a distorted geometry (ωB97M-V/def2-TZVPD, the OMol25 dataset).

## Properties
- Electronic energy: -4899.68527 a.u.
- E_LUMO (alpha / beta): 0.3848 / 0.3784 eV
- HOMO level (alpha / beta): -3.629 / -8.268 eV

ORCA input file:
```
! wB97M-V def2-TZVPD RIJCOSX def2/J DEFGRID3
* xyz 0 2
Cd 1.242 -3.422 3.750
C 0.888 -2.920 0.734
O 1.507 -1.800 1.326
O 0.891 -3.779 1.765
C -0.498 -2.559 0.139
F -0.417 -1.638 -0.803
F -1.116 -3.637 -0.423
F -1.348 -2.134 1.073
C 2.305 -0.944 0.549
C 2.820 0.237 1.437
H 3.454 0.771 0.730
H 2.028 0.929 1.723
H 3.281 0.014 2.400
H 1.683 -0.483 -0.219
H 3.100 -1.492 0.044
H 1.610 -3.240 -0.018
C -5.966 4.454 2.569
O -5.079 3.594 1.834
C -5.523 3.433 0.491
C -4.560 2.361 -0.132
O -4.776 1.126 0.432
C -4.224 0.050 -0.305
C -4.390 -1.278 0.425
O -5.681 -1.758 0.544
C -5.840 -3.094 0.890
H -6.981 4.061 2.632
H -5.964 5.461 2.151
H -5.675 4.501 3.618
H -5.625 4.374 -0.051
H -6.533 3.025 0.527
H -3.527 2.701 -0.060
H -4.724 2.254 -1.205
H -3.163 0.237 -0.468
H -4.570 -0.011 -1.337
H -3.909 -1.182 1.398
H -3.845 -1.965 -0.221
H -5.327 -3.422 1.794
H -5.566 -3.753 0.066
H -6.873 -3.385 1.078
C -1.106 1.799 -2.435
O -2.226 2.623 -2.752
C -2.960 2.204 -3.865
C -3.887 3.240 -4.343
O -4.806 3.693 -3.301
C -5.480 4.878 -3.607
C -6.369 4.807 -4.843
O -5.524 4.945 -6.039
C -6.287 4.890 -7.205
H -0.392 1.750 -3.257
H -1.341 0.777 -2.139
H -0.552 2.221 -1.595
H -3.564 1.342 -3.582
H -2.288 1.858 -4.650
H -4.469 2.891 -5.196
H -3.323 4.081 -4.747
H -4.807 5.717 -3.789
H -6.014 5.113 -2.686
H -7.163 5.554 -4.849
H -6.946 3.883 -4.877
H -7.037 5.669 -7.338
H -6.716 3.889 -7.260
H -5.591 4.944 -8.042
C 3.279 -5.526 3.030
O 2.965 -4.340 3.740
C 3.983 -3.309 3.593
C 3.652 -2.083 4.476
O 2.240 -1.710 4.139
C 1.685 -0.646 4.886
C 0.258 -0.701 4.332
O -0.304 -2.084 4.342
C -1.739 -2.109 4.373
H 3.282 -5.350 1.954
H 2.515 -6.280 3.220
H 4.264 -5.820 3.393
H 4.001 -3.050 2.534
H 4.893 -3.810 3.923
H 4.316 -1.240 4.285
H 3.823 -2.361 5.516
H 2.193 0.317 4.842
H 1.754 -0.934 5.935
H 0.173 -0.277 3.332
H -0.318 -0.050 4.989
H -2.205 -1.434 3.656
H -2.128 -1.843 5.356
H -2.068 -3.130 4.178
C 3.037 3.028 -2.878
C 4.072 1.963 -2.422
O 5.232 2.724 -2.099
C 6.156 2.185 -1.245
O 5.940 1.214 -0.562
C 7.382 3.077 -1.081
F 8.452 2.274 -1.235
F 7.308 4.025 -2.021
F 7.494 3.628 0.171
H 3.315 3.476 -3.832
H 2.926 3.859 -2.182
H 2.056 2.552 -2.881
H 4.336 1.227 -3.181
H 3.675 1.546 -1.496
C 2.803 4.536 1.403
C 4.309 4.166 1.220
O 4.645 3.009 1.936
C 4.975 3.079 3.318
O 5.058 4.145 3.987
C 5.458 1.697 3.907
F 4.698 1.309 4.949
F 5.387 0.722 3.042
F 6.745 1.898 4.256
H 2.483 4.632 2.441
H 2.159 3.788 0.941
H 2.536 5.450 0.873
H 4.996 4.937 1.567
H 4.586 4.006 0.178
C -0.678 -7.318 0.516
C -2.141 -7.048 0.687
C -2.449 -5.762 1.435
O -3.465 -5.207 0.605
C -3.494 -5.749 -0.551
O -4.199 -5.419 -1.502
O -2.692 -6.737 -0.570
H -0.539 -8.193 -0.120
H -0.289 -7.554 1.506
H -0.064 -6.521 0.098
H -2.532 -7.947 1.162
H -1.596 -5.091 1.539
H -2.778 -5.986 2.449
C 7.367 -2.370 -2.931
C 6.826 -1.955 -1.500
C 5.282 -2.003 -1.322
O 5.040 -2.782 -0.163
C 6.163 -3.370 0.232
O 6.202 -4.117 1.243
O 7.226 -2.953 -0.565
H 7.083 -3.378 -3.232
H 8.451 -2.361 -3.044
H 6.990 -1.684 -3.690
H 7.314 -1.036 -1.177
H 4.828 -2.361 -2.245
H 4.860 -1.003 -1.221
C -2.978 1.547 4.494
C -2.850 1.896 3.012
C -2.166 3.187 2.657
O -1.188 2.850 1.660
C -1.165 1.530 1.510
O -0.549 0.889 0.690
O -1.975 0.978 2.421
H -3.509 2.308 5.066
H -2.001 1.440 4.964
H -3.408 0.552 4.607
H -3.821 1.837 2.520
H -1.719 3.666 3.528
H -2.937 3.894 2.350
C -1.732 -1.891 -3.944
C -0.377 -1.691 -4.558
C -0.102 -0.357 -5.218
O 1.200 -0.039 -4.785
C 1.559 -0.830 -3.742
O 2.591 -0.680 -3.078
O 0.642 -1.736 -3.505
H -2.426 -1.512 -4.695
H -1.868 -1.352 -3.007
H -1.959 -2.928 -3.695
H -0.045 -2.470 -5.244
H -0.846 0.383 -4.923
H -0.082 -0.408 -6.306
*
```

Löwdin population analysis, charges in e, atoms 1 to 5: 1.2462 -0.4411 -0.1264 -0.3105 -0.5484



# C56H146F6Mn2N12O20S2

A structure of composition C56H146F6Mn2N12O20S2 at a distorted geometry (ωB97M-V/def2-TZVPD, the OMol25 dataset).

## Properties
- Electronic energy: -8080.44475 a.u.
- E_LUMO (alpha / beta): 0.3499 / 0.3431 eV
- HOMO level (alpha / beta): -7.306 / -7.970 eV

ORCA input file:
```
! wB97M-V def2-TZVPD RIJCOSX def2/J DEFGRID3
* xyz 0 11
Mn 0.111 3.765 0.847
Mn 4.254 0.934 -0.107
C 1.683 2.091 -3.374
C 3.156 2.260 -3.128
C 3.718 3.653 -3.639
O 3.575 2.059 -1.859
H 1.259 1.301 -2.754
H 1.521 1.878 -4.431
H 1.241 3.059 -3.141
H 3.498 1.494 -3.825
H 3.550 4.510 -2.986
H 3.329 3.893 -4.628
H 4.758 3.584 -3.958
C 4.642 2.176 3.646
C 4.573 3.021 2.363
C 5.901 3.615 1.933
O 3.928 2.445 1.350
H 3.741 2.155 4.259
H 5.258 2.692 4.383
H 5.140 1.219 3.490
H 3.979 3.893 2.637
H 6.770 3.008 1.676
H 6.191 4.137 2.845
H 5.811 4.419 1.203
C -0.336 -0.618 0.024
F 0.082 -1.881 -0.136
F -0.707 -0.002 -1.113
F -1.437 -0.591 0.745
S 1.065 0.350 0.988
O 1.042 -0.314 2.277
O 2.363 0.081 0.332
O 0.641 1.786 0.968
C -0.621 8.593 1.429
F -0.373 9.110 2.640
F -1.299 9.500 0.770
F 0.524 8.409 0.790
S -1.586 6.841 1.702
O -0.670 5.755 1.283
O -1.885 6.737 3.160
O -2.836 6.995 0.962
C 2.846 -2.322 -2.723
C 3.739 -2.030 -1.526
C 4.801 -3.153 -1.394
O 5.532 -3.189 -0.161
C 5.091 -4.029 0.803
N 4.472 -0.758 -1.615
H 3.472 -2.813 -3.467
H 2.543 -1.367 -3.150
H 2.067 -3.058 -2.519
H 3.124 -1.909 -0.634
H 5.534 -3.164 -2.200
H 4.227 -4.070 -1.531
H 5.755 -4.002 1.667
H 5.176 -5.067 0.480
H 4.063 -3.780 1.066
H 5.317 -0.949 -2.135
H 3.964 -0.192 -2.279
C 7.325 -1.348 1.994
C 6.560 -0.240 1.286
C 7.223 0.264 0.045
O 6.330 1.282 -0.547
C 7.006 2.172 -1.396
N 5.217 -0.696 1.028
H 8.402 -1.248 1.860
H 7.092 -2.357 1.653
H 7.116 -1.333 3.064
H 6.513 0.619 1.956
H 7.563 -0.543 -0.604
H 8.189 0.684 0.324
H 7.303 1.714 -2.340
H 7.844 2.678 -0.918
H 6.265 2.936 -1.631
H 4.763 -0.992 1.880
H 5.240 -1.499 0.414
C 3.628 5.695 -0.694
C 2.155 5.398 -0.426
C 1.287 6.040 -1.518
O -0.082 5.778 -1.287
C -0.923 6.702 -2.000
N 1.927 3.989 -0.181
H 4.188 4.786 -0.911
H 4.117 6.182 0.150
H 3.864 6.452 -1.441
H 1.954 5.896 0.522
H 1.548 5.598 -2.480
H 1.540 7.081 -1.720
H -1.896 6.226 -1.884
H -0.710 6.628 -3.066
H -0.888 7.733 -1.647
H 2.138 3.503 -1.041
H 2.691 3.669 0.397
C 0.399 -5.543 1.313
C 1.474 -6.352 0.437
C 0.958 -7.579 -0.285
O 1.977 -8.164 -1.115
C 1.787 -9.513 -1.552
N 1.881 -5.514 -0.618
H 0.312 -6.171 2.199
H -0.587 -5.446 0.859
H 0.787 -4.596 1.686
H 2.300 -6.707 1.053
H 0.185 -7.411 -1.035
H 0.664 -8.377 0.397
H 2.687 -9.811 -2.090
H 0.929 -9.565 -2.221
H 1.561 -10.171 -0.714
H 2.107 -6.053 -1.441
H 1.155 -4.966 -1.057
C -3.765 -1.890 -1.798
C -3.264 -3.272 -2.089
C -3.809 -4.071 -3.375
O -5.206 -4.059 -3.331
C -5.677 -4.446 -4.599
N -1.801 -3.321 -2.031
H -4.850 -1.793 -1.818
H -3.270 -1.182 -2.463
H -3.538 -1.539 -0.791
H -3.548 -3.838 -1.202
H -3.329 -5.050 -3.368
H -3.380 -3.577 -4.247
H -6.766 -4.447 -4.620
H -5.221 -5.404 -4.850
H -5.364 -3.754 -5.381
H -1.488 -2.885 -1.175
H -1.375 -2.634 -2.637
C 0.786 3.669 5.183
C 0.317 3.072 3.806
C -1.180 3.477 3.670
O -1.559 3.347 2.231
C -2.963 3.067 2.120
N 1.088 3.714 2.761
H 1.793 3.265 5.289
H 0.122 3.296 5.962
H 0.771 4.755 5.272
H 0.341 1.989 3.691
H -1.494 4.443 4.064
H -1.691 2.831 4.383
H -3.221 2.154 2.657
H -3.281 3.008 1.079
H -3.632 3.735 2.662
H 1.371 4.659 2.977
H 2.004 3.288 2.734
C -4.291 0.201 -5.130
C -5.732 -0.280 -4.744
C -6.404 0.489 -3.602
O -7.671 -0.075 -3.179
C -8.308 0.824 -2.313
N -6.607 -0.181 -5.907
H -3.497 0.019 -4.406
H -4.162 1.258 -5.365
H -3.915 -0.206 -6.068
H -5.703 -1.347 -4.524
H -6.448 1.498 -4.012
H -5.833 0.472 -2.674
H -8.646 1.797 -2.670
H -7.585 1.104 -1.547
H -9.208 0.373 -1.896
H -7.560 -0.385 -5.642
H -6.208 -0.577 -6.745
C -0.581 -1.212 6.202
C -1.257 -1.727 4.932
C -2.206 -0.703 4.329
O -3.393 -0.576 5.165
C -3.349 0.194 6.342
N -0.213 -2.017 3.898
H -0.173 -0.223 5.995
H 0.106 -2.014 6.473
H -1.262 -1.155 7.050
H -1.739 -2.670 5.193
H -2.682 -1.165 3.464
H -1.845 0.277 4.019
H -2.749 1.090 6.187
H -3.005 -0.225 7.288
H -4.407 0.372 6.533
H 0.136 -1.182 3.448
H 0.612 -2.407 4.331
C 3.941 -3.250 5.248
C 3.240 -2.041 4.577
C 3.819 -0.753 5.130
O 3.665 -0.644 6.538
C 4.448 0.314 7.263
N 3.329 -2.017 3.134
H 3.845 -3.225 6.334
H 4.989 -3.232 4.950
H 3.620 -4.233 4.904
H 2.194 -2.115 4.872
H 3.166 0.046 4.776
H 4.802 -0.491 4.739
H 5.520 0.130 7.327
H 4.157 0.210 8.309
H 4.248 1.342 6.961
H 2.694 -1.289 2.840
H 2.960 -2.850 2.700
C -5.601 -2.019 1.845
C -6.938 -1.610 2.406
C -7.967 -0.891 1.483
O -9.097 -0.342 2.129
C -10.213 0.043 1.323
N -7.636 -2.774 3.022
H -5.608 -2.798 1.082
H -5.004 -2.450 2.648
H -5.174 -1.153 1.339
H -6.847 -1.005 3.308
H -8.260 -1.586 0.696
H -7.450 -0.049 1.022
H -10.498 -0.803 0.697
H -10.004 0.910 0.696
H -11.101 0.276 1.910
H -7.404 -2.916 3.995
H -8.614 -2.526 3.068
C 0.236 -5.847 -5.827
C 0.313 -4.716 -4.711
C -0.257 -3.342 -5.126
O 0.089 -2.395 -4.097
C -0.195 -1.006 -4.547
N -0.341 -5.293 -3.623
H 0.847 -5.538 -6.674
H -0.832 -6.033 -5.939
H 0.806 -6.681 -5.418
H 1.308 -4.475 -4.334
H -1.339 -3.377 -5.252
H 0.023 -3.019 -6.129
H -0.236 -0.227 -3.786
H -1.109 -1.081 -5.136
H 0.541 -0.686 -5.285
H -1.315 -5.456 -3.834
H -0.301 -4.572 -2.917
C -2.650 1.901 -1.615
C -1.456 2.804 -1.899
C -1.643 3.496 -3.200
O -2.735 4.477 -3.108
C -3.047 5.013 -4.380
N -1.426 3.648 -0.672
H -3.576 2.358 -1.964
H -2.693 1.473 -0.613
H -2.619 1.094 -2.347
H -0.526 2.241 -1.833
H -1.825 2.904 -4.097
H -0.693 4.019 -3.300
H -2.206 5.626 -4.706
H -3.759 5.831 -4.276
H -3.452 4.308 -5.106
H -1.215 4.551 -1.072
H -2.407 3.878 -0.601
*
```

Löwdin population analysis, charges in e, atoms 1 to 5: 0.8163 0.8294 -0.0693 -0.6199 -0.0369



# C3H13N2O

A cluster of 2 separate species, C3H13N2O in total at a distorted geometry (ωB97M-V/def2-TZVPD, the OMol25 dataset).

## Properties
- Electronic energy: -306.58840 a.u.
- E_LUMO: -3.2842 eV
- HOMO level: -13.459 eV
- Energy relative to the best compared isomer or geometry (same formula, charge and spin): 29.7 kcal per mole

ORCA input file:
```
! wB97M-V def2-TZVPD RIJCOSX def2/J DEFGRID3
* xyz 1 1
N -1.142 -0.398 0.066
C 0.186 -0.206 0.767
C 0.449 1.339 0.951
C 1.227 -1.079 0.182
N 2.465 -0.802 0.948
H -1.432 -1.430 -0.074
H -1.309 0.123 -0.839
H -1.832 0.069 0.548
H -0.026 -0.594 1.774
H 0.423 1.698 -0.080
H 1.420 1.427 1.392
H -0.364 1.772 1.508
H 0.809 -2.108 0.058
H 1.512 -0.801 -0.866
H 3.019 -1.610 0.891
H 3.098 -0.157 0.534
H -2.445 0.676 -3.233
H -3.436 1.334 -2.249
O -2.620 0.748 -2.278
*
```

natural (NBO) population analysis, charges in e, atoms 1 to 5: -0.6951 -0.0351 -0.6119 -0.2600 -0.8261



# C2H3NS

An isolated molecule of C2H3NS at a distorted geometry (ωB97M-V/def2-TZVPD, the OMol25 dataset).

## Properties
- Electronic energy: -530.83181 a.u.
- E_LUMO: 0.5211 eV
- HOMO level: -7.750 eV
- Energy relative to the best compared isomer or geometry (same formula, charge and spin): 64.6 kcal per mole

ORCA input file:
```
! wB97M-V def2-TZVPD RIJCOSX def2/J DEFGRID3
* xyz 0 1
C 0.493 0.915 0.017
C -1.400 -0.493 0.358
N -0.642 0.379 0.014
S 1.836 -0.264 0.003
H 0.628 1.978 0.005
H -1.931 -1.135 -0.334
H 1.017 -1.381 -0.064
*
```

natural (NBO) population analysis, charges in e, atoms 1 to 5: -0.1898 -0.0156 -0.3263 -0.0046 0.2260



# CH3F2N2P

A cluster of 3 separate species, CH3F2N2P in total at a distorted geometry (ωB97M-V/def2-TZVPD, the OMol25 dataset).

## Properties
- SMILES: [H]/N=P/F.C#N.F
- Electronic energy: -690.48793 a.u.
- E_LUMO: 0.2580 eV
- HOMO level: -10.085 eV
- Energy relative to the best compared isomer or geometry (same formula, charge and spin): 31.0 kcal per mole

ORCA input file:
```
! wB97M-V def2-TZVPD RIJCOSX def2/J DEFGRID3
* xyz 0 1
H -1.619 -1.014 2.066
N -0.972 -1.247 1.380
P 0.533 -0.931 1.387
F 0.934 -1.526 -0.080
C -0.385 0.342 -1.890
N -0.059 1.107 -1.120
H -0.667 -0.215 -2.781
F 1.533 1.747 0.853
H 0.703 1.737 0.185
*
```

natural (NBO) population analysis, charges in e, atoms 1 to 5: 0.3872 -1.1991 1.4100 -0.6054 0.2145



# C2H3N3O2

An isolated molecule of C2H3N3O2 at a distorted geometry (ωB97M-V/def2-TZVPD, the OMol25 dataset).

## Properties
- SMILES: O=c1nc(O)[nH][nH]1
- Electronic energy: -392.68208 a.u.
- E_LUMO: 0.2903 eV
- HOMO level: -9.619 eV
- Energy relative to the best compared isomer or geometry (same formula, charge and spin): 69.9 kcal per mole

ORCA input file:
```
! wB97M-V def2-TZVPD RIJCOSX def2/J DEFGRID3
* xyz 0 1
O 0.499 -1.045 -2.341
C -0.073 -0.645 -1.285
N -0.427 0.619 -1.063
C -0.176 0.779 0.357
O -0.483 1.921 0.885
N 0.201 -0.334 1.145
N 0.121 -1.265 0.037
H -0.268 2.541 0.079
H -0.338 -0.622 1.911
H 0.945 -1.948 0.275
*
```

natural (NBO) population analysis, charges in e, atoms 1 to 5: -0.5975 0.7150 -0.5749 0.7028 -0.6232



- Among the records above, which one has the highest electronic energy?
  C3H13N2O



- Which of these has the lowest electronic energy?
  C56H146F6Mn2N12O20S2



- Which formula does entry 3 have?
  C3H13N2O



- What is the electronic energy in the sixth record?
  -392.68208 a.u.